Entry 1:
The following is a DFT calculation (wB97M-V/def2-TZVPD) of C3H6N2 in the gas phase in a non-equilibrium geometry.

Its HOMO energy is -10.232 eV. The calculation puts the relative energy (zero: lowest compared OMol25 entry of this formula, charge and spin) at 353.1 kJ/mol. The electronic energy is -227.290336 hartree. Its SMILES is [H]/N=C\N1CC1.

Element x y z (Å)
C 1.193 0.649 -0.183
C -0.785 0.113 0.701
C -0.915 -0.321 -0.718
H 1.102 -1.053 0.243
H 1.897 1.515 -0.316
H -1.780 0.368 1.250
H 0.100 -0.296 1.279
H -0.396 -1.299 -0.755
H -2.067 -0.191 -1.101
N 1.853 -0.422 -0.049
N -0.201 0.937 -0.351

Forces on atoms 1 to 3 (eV/Å):
3.5 2.7 -2.3
-1.9 -0.2 2.2
-2.7 -0.6 1.2

Entry 2:
The following is a DFT calculation (wB97M-V/def2-TZVPD) of C3H6N2 in the gas phase.

Its HOMO energy is -9.333 eV. The calculation puts the relative energy (zero: lowest compared OMol25 entry of this formula, charge and spin) at 168.3 kJ/mol. The electronic energy is -227.360722 hartree. Its SMILES is C[C@@H]1N=C1N.

Element x y z (Å)
C -0.842 -0.723 1.166
C 0.366 -0.677 0.261
N 0.436 1.170 -1.649
C 0.706 0.477 -0.513
N 1.528 0.324 0.431
H -0.668 -1.330 2.061
H -1.157 0.278 1.478
H -1.671 -1.182 0.610
H 0.674 -1.656 -0.119
H 1.138 1.813 -1.979
H -0.511 1.507 -1.748

Forces on atoms 1 to 3 (eV/Å):
0.0 0.0 0.1
-0.3 -0.2 0.0
0.1 0.2 -0.1

Entry 3:
The following is a DFT calculation (wB97M-V/def2-TZVPD) of C3H6N2 in the gas phase in a non-equilibrium geometry.

Its HOMO energy is -8.522 eV. The calculation puts the relative energy (zero: lowest compared OMol25 entry of this formula, charge and spin) at 234.2 kJ/mol. The electronic energy is -227.335629 hartree. Its SMILES is C=C/C=N/N.

Element x y z (Å)
C 0.105 0.252 0.039
C -1.287 -0.370 0.154
C -2.496 0.229 -0.087
H 2.304 1.023 0.465
H 3.036 -0.500 0.186
H 0.073 1.383 0.254
H -1.385 -1.505 0.146
H -3.401 -0.464 -0.012
H -2.633 1.327 -0.269
N 2.301 0.184 -0.091
N 1.137 -0.460 -0.110

Forces on atoms 1 to 3 (eV/Å):
-3.2 0.7 1.1
-0.8 -0.6 -1.9
0.8 -0.7 0.8

Entry 4:
The following is a DFT calculation (wB97M-V/def2-TZVPD) of C3H6N2 in the gas phase in a non-equilibrium geometry.

Its HOMO energy is -9.003 eV. The calculation puts the relative energy (zero: lowest compared OMol25 entry of this formula, charge and spin) at 333.3 kJ/mol. The electronic energy is -227.297898 hartree. Its SMILES is C=NN1CC1.

Element x y z (Å)
C -1.470 1.199 0.342
C 1.491 -0.364 -0.466
C 0.283 -1.031 0.140
H -2.172 0.273 0.185
H -1.993 2.060 0.729
H 2.250 0.196 0.169
H 1.903 -0.920 -1.272
H -0.186 -1.978 -0.195
H -0.043 -0.831 1.199
N -0.314 1.252 -0.107
N 0.250 0.143 -0.724

Forces on atoms 1 to 3 (eV/Å):
-3.0 -2.3 -0.7
2.7 -0.1 2.6
-0.8 -0.6 0.9

Entry 5:
The following is a DFT calculation (wB97M-V/def2-TZVPD) of C3H6N2 in the gas phase in a non-equilibrium geometry.

Its HOMO energy is -8.574 eV. The calculation puts the relative energy (zero: lowest compared OMol25 entry of this formula, charge and spin) at 571.4 kJ/mol. The electronic energy is -227.207191 hartree. Its SMILES is C=NN1CC1.

Element x y z (Å)
C -1.488 -1.445 0.141
C 0.577 1.293 0.307
C 1.124 0.293 -0.469
H -1.735 -2.212 0.877
H -2.002 -1.516 -0.920
H 0.625 1.359 1.351
H 0.718 2.402 -0.235
H 1.625 -0.565 0.038
H 1.671 0.300 -1.448
N -0.749 -0.270 0.689
N -0.365 0.362 -0.330

Forces on atoms 1 to 3 (eV/Å):
1.4 4.3 2.1
0.7 7.7 -3.0
3.1 -4.6 -1.4

Entry 6:
The following is a DFT calculation (wB97M-V/def2-TZVPD) of C3H6N2 in the gas phase.

Its HOMO energy is -8.861 eV. The calculation puts the relative energy (zero: lowest compared OMol25 entry of this formula, charge and spin) at 288.9 kJ/mol. The electronic energy is -227.314793 hartree. Its SMILES is C=C=NNC.

Element x y z (Å)
C 1.521 -1.265 -0.282
N 0.532 -0.300 0.122
C -1.816 1.748 0.163
C -1.394 0.565 -0.178
N -0.790 -0.487 -0.421
H 1.273 -2.312 -0.066
H 2.420 -0.975 0.268
H 1.736 -1.138 -1.343
H 0.420 -0.321 1.126
H -2.222 1.924 1.151
H -1.681 2.561 -0.540

Forces on atoms 1 to 3 (eV/Å):
0.2 -0.1 -0.1
0.3 0.0 0.3
-0.1 -0.1 -0.2

Entry 7:
The following is a DFT calculation (wB97M-V/def2-TZVPD) of C3H6N2 in the gas phase.

Its HOMO energy is -8.659 eV. The calculation puts the relative energy (zero: lowest compared OMol25 entry of this formula, charge and spin) at 472.1 kJ/mol. The electronic energy is -227.245008 hartree.

Element x y z (Å)
C 1.132 0.092 -0.632
C -0.440 -0.663 1.461
N -0.148 0.377 0.039
C -1.205 0.719 -0.724
N -2.132 1.010 -1.349
H 1.868 -0.079 0.152
H 1.435 0.935 -1.252
H 1.032 -0.807 -1.238
H -1.525 -0.782 1.386
H 0.037 -1.587 1.121
H -0.054 0.784 1.036

Forces on atoms 1 to 3 (eV/Å):
-0.2 0.0 0.1
0.0 0.1 -0.2
0.3 -0.2 0.4

Entry 8:
The following is a DFT calculation (wB97M-V/def2-TZVPD) of a gas-phase ion, C3H6N2 (charge +2) in a non-equilibrium geometry.

Its HOMO energy (alpha / beta) is -20.984 / -20.993 eV. The calculation puts the relative energy (zero: lowest compared OMol25 entry of this formula, charge and spin) at 208.9 kJ/mol. The electronic energy is -226.503341 hartree. Its net charge is +2.

Element x y z (Å)
C -0.665 -2.094 -2.842
C -0.670 -1.316 -1.809
C 0.350 -0.056 0.039
N -0.650 -0.430 -0.830
N -0.145 0.903 1.088
H -0.879 -2.579 -3.850
H 1.188 0.347 -0.511
H 0.782 -0.972 0.536
H -0.775 1.796 0.981
H 0.680 1.109 1.580
H -0.700 0.202 1.526

Forces on atoms 1 to 3 (eV/Å):
-0.5 1.3 0.5
0.5 2.2 2.2
1.4 -0.4 -0.6